Record 1
CH5PS2 in the gas phase in a non-equilibrium geometry, computed with ωB97M-V/def2-TZVPD.

Geometry as ORCA input:
```
! wB97M-V def2-TZVPD RIJCOSX def2/J DEFGRID3
* xyz 0 1
C 1.4498 1.0335 -0.6794
S 0.2123 1.0633 0.6008
S -1.6267 0.6552 -0.7934
P -2.9596 -0.0565 0.5812
H 1.1297 1.8810 -1.3416
H 1.3365 0.0718 -1.0638
H 2.3911 1.3242 -0.3482
H -1.8942 -0.7772 1.2970
H -2.7998 1.0256 1.4064
*
```

Output
Highest occupied orbital energy ... -8.613 eV
DFT total energy ... -32076.25132 eV
Orbital gap ... 0.296 Eh
SMILES ... CSSP



Record 2
CH5PS2 in the gas phase in a non-equilibrium geometry, computed with ωB97M-V/def2-TZVPD.

Geometry as ORCA input:
```
! wB97M-V def2-TZVPD RIJCOSX def2/J DEFGRID3
* xyz 0 1
C 0.7577 -1.1131 -0.9507
P 0.4562 0.4967 -0.0402
S -1.4991 0.1824 0.6137
S -1.3645 1.1625 2.7007
H 1.6379 -1.0029 -1.5000
H -0.0755 -1.1240 -1.6499
H 0.9694 -2.0178 -0.2082
H 0.2039 1.0686 -1.2899
H -1.0860 2.3475 2.3244
*
```

Output
Highest occupied orbital energy ... -9.212 eV
DFT total energy ... -32076.54869 eV
Orbital gap ... 0.318 Eh
SMILES ... CPSS



Record 3
CH5PS2 in the gas phase in a non-equilibrium geometry, computed with ωB97M-V/def2-TZVPD.

Geometry as ORCA input:
```
! wB97M-V def2-TZVPD RIJCOSX def2/J DEFGRID3
* xyz 0 3
C 0.4964 0.3813 0.2345
P 0.4997 -0.4250 -1.7355
S -1.1059 0.5236 1.1041
S 1.4848 -0.8069 1.2575
H 1.0685 1.2223 0.0924
H -0.4771 -1.6055 -1.4934
H -0.4315 0.2614 -2.4307
H -1.7129 -0.2092 0.2677
H 0.6952 -0.4874 2.1931
*
```

Output
Highest occupied orbital energy (alpha / beta) ... -4.659 / -9.283 eV
DFT total energy ... -32070.77025 eV
Orbital gap (alpha / beta) ... 0.197 / 0.212 Eh



Record 4
2 unconnected molecules or ions with the total composition CH5PS2 in a non-equilibrium geometry, computed with ωB97M-V/def2-TZVPD.

Geometry as ORCA input:
```
! wB97M-V def2-TZVPD RIJCOSX def2/J DEFGRID3
* xyz 0 3
C -0.6954 -0.5022 -2.6658
P 0.8910 0.7059 2.2144
S -1.0828 -1.9371 -2.0248
S -0.1096 0.9240 -1.8185
H -0.7710 -0.4276 -3.6591
H 1.0672 -0.6237 2.2881
H -0.5036 0.6626 2.5388
H 1.3476 0.7515 3.6008
H -0.1434 0.4465 -0.4738
*
```

Output
Highest occupied orbital energy (alpha / beta) ... -6.646 / -9.351 eV
DFT total energy ... -32073.18693 eV
Orbital gap (alpha / beta) ... 0.273 / 0.250 Eh



Record 5
2 unconnected molecules or ions with the total composition CH5S2 in a non-equilibrium geometry, computed with ωB97M-V/def2-TZVPD.

Geometry as ORCA input:
```
! wB97M-V def2-TZVPD RIJCOSX def2/J DEFGRID3
* xyz -1 1
S 0.7977 -0.4136 -2.3083
H 0.5622 0.6767 -3.0490
C -0.6568 -0.1147 1.1048
S 1.0673 0.3204 1.2172
H -1.0992 0.2083 0.1627
H -0.7852 -1.2021 1.0571
H -1.2347 0.2787 1.9379
H 1.3488 0.2462 -0.1224
*
```

Output
Highest occupied orbital energy ... -2.903 eV
DFT total energy ... -22789.58071 eV
Orbital gap ... 0.244 Eh



Record 6
2 unconnected molecules or ions with the total composition CH5S2 in a non-equilibrium geometry, computed with ωB97M-V/def2-TZVPD.

Geometry as ORCA input:
```
! wB97M-V def2-TZVPD RIJCOSX def2/J DEFGRID3
* xyz -1 1
S 2.6043 0.6498 -0.0395
H 1.9862 1.7462 0.3526
C -1.2168 -0.5645 0.1182
S -0.3313 -0.7449 -1.3636
H -0.9269 -1.0999 0.9999
H -2.2567 -0.6506 0.1035
H -1.0930 0.4719 0.3246
H 1.2342 0.1920 -0.4956
*
```

Output
Highest occupied orbital energy ... -2.725 eV
DFT total energy ... -22788.98354 eV
Orbital gap ... 0.240 Eh



Record 7
2 unconnected molecules or ions with the total composition CH5S3 in a non-equilibrium geometry, computed with ωB97M-V/def2-TZVPD.

Geometry as ORCA input:
```
! wB97M-V def2-TZVPD RIJCOSX def2/J DEFGRID3
* xyz -1 1
S -0.3071 -3.5704 1.4197
H -0.9724 -2.5558 1.9447
C -0.0495 2.1074 -0.7973
S 0.1948 0.3476 -1.4505
S 1.2208 -0.5944 0.1091
H -0.7717 1.7469 -0.0087
H 0.8892 2.5961 -0.6194
H -0.7393 2.5848 -1.4992
H 0.5353 -2.6622 0.9017
*
```

Output
Highest occupied orbital energy ... -2.431 eV
DFT total energy ... -33624.74283 eV
Orbital gap ... 0.219 Eh



Record 8
2 unconnected molecules or ions with the total composition CH6ClN2OP in a non-equilibrium geometry, computed with ωB97M-V/def2-TZVPD.

Geometry as ORCA input:
```
! wB97M-V def2-TZVPD RIJCOSX def2/J DEFGRID3
* xyz 0 1
C 2.9519 1.9398 -1.8852
N -1.4151 -0.3986 2.0667
N -1.7201 -1.9407 -0.0568
O 0.5551 -1.8629 1.2181
P -0.5259 -0.9947 0.7336
Cl 1.5183 1.1683 -1.4763
H 3.6245 1.4404 -2.5517
H 3.2380 2.7999 -1.3124
H -1.9819 0.4215 1.9101
H -0.8070 -0.2914 2.8710
H -1.2853 -2.5339 -0.7497
H -2.4945 -1.4267 -0.4527
*
```

Output
Highest occupied orbital energy (alpha / beta) ... -8.363 / -8.247 eV
DFT total energy ... -27971.78572 eV
Orbital gap (alpha / beta) ... 0.266 / 0.304 Eh



Record 9
CH6FPSi2 in the gas phase in a non-equilibrium geometry, computed with ωB97M-V/def2-TZVPD.

Geometry as ORCA input:
```
! wB97M-V def2-TZVPD RIJCOSX def2/J DEFGRID3
* xyz 0 1
F 2.1525 -1.3409 -1.9309
P 0.6910 -2.0206 -1.4935
C 0.0584 -0.4934 -0.3103
Si -1.7713 -0.0959 0.1416
Si 1.3118 0.6920 0.4432
H -2.9748 -0.4941 -0.7092
H -2.0393 -0.4941 1.5314
H -2.0031 1.3658 0.2372
H 1.3600 1.9988 -0.3334
H 2.7048 -0.1029 0.7333
H 0.5099 0.9853 1.6905
*
```

Output
Highest occupied orbital energy (alpha / beta) ... -9.011 / -9.218 eV
DFT total energy ... -28892.68576 eV
Orbital gap (alpha / beta) ... 0.283 / 0.292 Eh
SMILES ... FP=C([SiH3])[SiH3]



Record 10
2 unconnected molecules or ions with the total composition CH6IN4 in a non-equilibrium geometry, computed with ωB97M-V/def2-TZVPD.

Geometry as ORCA input:
```
! wB97M-V def2-TZVPD RIJCOSX def2/J DEFGRID3
* xyz 1 1
C -0.1123 -0.0767 -0.3067
N 0.2142 -0.7155 -1.4238
N -0.2241 -0.3562 0.9295
N -0.0492 2.3716 -0.2059
N -0.2085 -1.5726 1.6446
I 0.6713 2.9327 -1.8945
H 0.7796 -0.1167 -2.0504
H -0.3052 0.5224 1.4540
H -1.1179 2.4676 -0.0714
H -0.0411 -1.4349 2.5727
H 0.2356 -2.3089 1.0578
H 0.1577 -1.7127 -1.7059
*
```

Output
Highest occupied orbital energy (alpha / beta) ... -13.306 / -13.229 eV
DFT total energy ... -15183.10476 eV
Orbital gap (alpha / beta) ... 0.278 / 0.288 Eh



- What is the DFT total energy in the second record?
  -32076.54869 eV